ORCA calculation (the ωB97M-V functional and the def2-TZVPD basis) on C3H6N3 as an isolated structure in a non-equilibrium geometry.

Its total charge is +1. For the strongest force on any atom, the calculation gives 0.051 hartree/bohr. The value obtained for the HOMO-LUMO gap is 9.4 eV. For the relative energy (zero: lowest compared OMol25 entry of this formula, charge and spin), the calculation gives 4.018 eV. For the molar mass, the calculation gives 84.1 g mol⁻¹. The value obtained for the HOMO energy is -14.45 eV.

Last column: Löwdin charge in e.
Element x y z (Å)
C 2.45 0.23 -0.37  0.1039
C 1.43 -0.23 0.29  -0.1213
C -2.00 -0.05 -0.47  -0.0058
N -0.59 1.02 1.09  0.2288
N 0.37 -0.51 0.91  0.0808
N -1.44 1.01 0.36  0.0173
H 3.28 0.83 -0.06  0.0955
H 2.73 -0.05 -1.39  0.0987
H -1.16 -0.65 -0.91  0.1074
H -2.55 -0.73 0.14  0.0952
H -2.70 0.43 -1.20  0.1204
H 0.18 -1.29 1.60  0.1793



ORCA calculation (the ωB97M-V functional and the def2-TZVPD basis) on an isolated ion of composition C3H6N3 and charge +1 in a non-equilibrium geometry.

Its total charge is +1. For the strongest force on any atom, the calculation gives 0.068 hartree/bohr. The value obtained for the HOMO-LUMO gap (alpha / beta) is 6.8 / 6.7 eV. The SMILES is [H]/N=[NH+]/C=N\C=C. For the relative energy (zero: lowest compared OMol25 entry of this formula, charge and spin), the calculation gives 4.177 eV. For the molar mass, the calculation gives 84.1 g mol⁻¹. The value obtained for the HOMO energy (alpha / beta) is -13.66 / -13.66 eV.

Last column: Löwdin charge in e.
Element x y z (Å)
C -0.91 -1.34 -0.27  -0.0991
C 1.82 0.57 -0.32  0.0860
C 1.26 -0.53 0.29  -0.2103
N 0.34 -1.46 -0.11  0.1247
N -1.62 -0.16 0.14  0.0127
N -1.17 0.99 -0.06  0.2427
H -1.59 -2.16 -0.57  0.1520
H 2.68 1.02 0.17  0.0711
H 1.56 0.89 -1.31  0.0684
H 1.55 -0.93 1.28  0.1366
H -2.55 -0.40 0.55  0.2015
H -1.75 1.89 0.38  0.2138



ORCA calculation (the ωB97M-V functional and the def2-TZVPD basis) on an isolated ion of composition C3H6N3O and charge +1 in a non-equilibrium geometry.

Its total charge is +1. For the strongest force on any atom, the calculation gives 0.098 hartree/bohr. The value obtained for the HOMO-LUMO gap is 11.1 eV. The SMILES is OCc1c[nH]n[nH+]1. For the relative energy (zero: lowest compared OMol25 entry of this formula, charge and spin), the calculation gives 1.230 eV. For the molar mass, the calculation gives 100.1 g mol⁻¹. The value obtained for the HOMO energy is -15.61 eV.

Last column: Löwdin charge in e.
Element x y z (Å)
C 0.38 -1.03 -0.89  0.0249
C 0.12 0.02 -0.08  -0.1334
C 0.91 1.26 0.37  -0.0880
N -0.60 -1.96 -0.81  0.1165
N -1.48 -1.54 0.11  0.1424
N -1.01 -0.38 0.52  0.1214
O 0.04 2.21 1.04  -0.0269
H 1.18 -1.26 -1.46  0.1122
H 1.35 1.68 -0.42  0.0951
H 1.53 0.85 1.18  0.1539
H -0.42 2.82 0.48  0.0932
H -0.56 -2.88 -1.25  0.2003
H -1.45 0.21 1.20  0.1883



ORCA calculation (the ωB97M-V functional and the def2-TZVPD basis) on an isolated ion of composition C3H6N3O2 and charge -1 in a non-equilibrium geometry.

Its total charge is -1. For the strongest force on any atom, the calculation gives 0.056 hartree/bohr. The value obtained for the HOMO-LUMO gap is 7.0 eV. The SMILES is C/C=N/NNC(=O)[O-]. For the relative energy (zero: lowest compared OMol25 entry of this formula, charge and spin), the calculation gives 0.000 eV. For the molar mass, the calculation gives 116.1 g mol⁻¹. The value obtained for the HOMO energy is -3.37 eV.

Last column: Löwdin charge in e.
Element x y z (Å)
C -2.81 -2.80 -1.24  -0.8015
C 1.27 0.75 0.69  -0.1508
C -0.16 0.40 0.30  -0.2625
N -1.88 -1.79 -1.90  -0.0167
N -1.45 -0.63 -1.22  -0.1609
N -0.22 -0.51 -0.64  0.0043
O -2.58 -3.97 -1.54  -0.0708
O -3.65 -2.24 -0.53  -0.0749
H 1.36 1.01 1.78  0.0558
H 1.64 1.67 0.19  0.0458
H 2.04 0.00 0.39  0.0689
H -0.98 1.03 0.67  0.0959
H -0.94 -2.11 -2.32  0.1259
H -2.16 0.05 -0.81  0.1418



ORCA calculation (the ωB97M-V functional and the def2-TZVPD basis) on a 2-piece molecular cluster, C3H6N3O3 overall in a non-equilibrium geometry.

Its total charge is -1. For the strongest force on any atom, the calculation gives 0.070 hartree/bohr. The value obtained for the HOMO-LUMO gap is 7.8 eV. For the relative energy (zero: lowest compared OMol25 entry of this formula, charge and spin), the calculation gives 2.100 eV. For the molar mass, the calculation gives 132.1 g mol⁻¹. The value obtained for the HOMO energy is -3.80 eV.

Last column: Löwdin charge in e.
Element x y z (Å)
C 0.55 1.06 0.86  -0.8056
C -1.33 0.57 -0.83  -0.1193
C -0.64 -1.18 0.71  -0.1629
N 2.26 1.00 -0.93  0.2680
N -0.47 0.16 0.24  -0.2389
N 2.17 -0.09 -0.82  -0.3177
O 0.36 2.26 0.57  -0.0823
O 1.26 0.46 1.67  -0.0676
O 2.11 -1.24 -0.75  0.0917
H -2.44 0.51 -0.64  0.0710
H -0.93 1.52 -1.16  0.0589
H -0.96 -0.36 -1.56  0.1057
H -1.52 -1.40 1.51  0.1074
H -0.70 -1.88 -0.11  0.0467
H 0.28 -1.40 1.23  0.0449



ORCA calculation (the ωB97M-V functional and the def2-TZVPD basis) on one molecule with the formula C3H6N3P in a non-equilibrium geometry.

For the strongest force on any atom, the calculation gives 0.063 hartree/bohr. The value obtained for the HOMO-LUMO gap is 8.0 eV. The SMILES is [H]\N=C/C=C\P=N\N. For the relative energy (zero: lowest compared OMol25 entry of this formula, charge and spin), the calculation gives 3.476 eV. For the molar mass, the calculation gives 115.1 g mol⁻¹. The value obtained for the HOMO energy is -8.11 eV.

Last column: Löwdin charge in e.
Element x y z (Å)
C -0.56 1.20 0.86  -0.1649
C 0.62 0.91 1.44  -0.3908
C -0.94 0.86 -0.56  -0.3225
N -2.10 0.70 -0.99  0.0731
N 0.96 -1.11 -0.12  -0.4312
N 1.15 -2.12 -0.97  -0.0397
P 1.93 -0.16 0.74  0.8295
H -1.32 1.83 1.54  0.1383
H 0.96 1.40 2.27  -0.0079
H -0.09 0.78 -1.25  0.0857
H 1.97 -2.26 -1.55  0.0919
H 0.27 -2.60 -1.07  0.0955
H -2.87 0.56 -0.34  0.0429



ORCA calculation (the ωB97M-V functional and the def2-TZVPD basis) on one molecule with the formula C3H6N4 in a non-equilibrium geometry.

For the strongest force on any atom, the calculation gives 0.115 hartree/bohr. The value obtained for the HOMO-LUMO gap (alpha / beta) is 6.6 / 6.8 eV. For the relative energy (zero: lowest compared OMol25 entry of this formula, charge and spin), the calculation gives 7.262 eV. For the molar mass, the calculation gives 98.1 g mol⁻¹. The value obtained for the HOMO energy (alpha / beta) is -8.14 / -8.04 eV.

Last column: Löwdin charge in e.
Element x y z (Å)
C 0.01 -0.74 -1.02  -0.0247
C 0.08 1.69 0.64  -0.7101
C -0.28 -2.02 -1.70  -0.0971
N 0.09 1.99 -0.56  0.2363
N 0.42 0.41 1.03  0.0281
N 0.31 -0.68 0.26  -0.0805
N -0.19 2.44 1.77  0.0928
H -0.52 -1.86 -2.69  0.0445
H 0.54 -2.72 -1.58  0.0820
H -1.03 -2.56 -1.21  0.0610
H 0.76 -1.52 0.69  0.1762
H -0.12 3.55 1.74  0.1579
H -0.08 2.01 2.62  0.0336



ORCA calculation (the ωB97M-V functional and the def2-TZVPD basis) on one molecule with the formula C3H6N4 in a non-equilibrium geometry.

For the strongest force on any atom, the calculation gives 0.117 hartree/bohr. The value obtained for the HOMO-LUMO gap is 10.8 eV. The SMILES is CCc1nnn[nH]1. For the relative energy (zero: lowest compared OMol25 entry of this formula, charge and spin), the calculation gives 3.834 eV. For the molar mass, the calculation gives 98.1 g mol⁻¹. The value obtained for the HOMO energy is -10.23 eV.

Last column: Löwdin charge in e.
Element x y z (Å)
C -0.09 -0.31 -0.21  -0.0905
C 1.40 0.00 -0.09  -0.3677
C -1.27 0.72 0.48  -0.0399
N 3.47 -0.46 0.07  -0.0306
N 3.33 0.84 -0.04  -0.0332
N 2.26 -1.06 0.22  0.0625
N 2.03 1.11 -0.05  0.0344
H -0.11 -1.42 0.16  0.1268
H -0.54 0.00 -1.05  0.0312
H -1.24 1.47 -0.29  0.0501
H -1.60 0.97 1.44  0.0410
H -2.07 0.18 -0.03  0.0539
H 2.02 -2.06 0.31  0.1618